No. 1
{
  "formula": "C39H51Cl5Ge2N10O3PRbS5",
  "method": "the ωB97M-V functional and the def2-TZVPD basis",
  "symbols": ["H", "C", "H", "C", "C", "C", "H", "H", "C", "O", "C", "H", "H", "H", "C", "H", "N", "C", "H", "C", "C", "C", "S", "H", "C", "O", "C", "C", "C", "H", "C", "N", "H", "C", "Cl", "H", "Cl", "H", "C", "C", "H", "H", "H", "C", "Ge", "H", "H", "O", "Cl", "N", "C", "H", "Cl", "H", "C", "H", "C", "H", "C", "S", "H", "S", "N", "N", "H", "H", "C", "H", "C", "C", "H", "C", "H", "N", "H", "C", "H", "C", "H", "C", "P", "H", "H", "C", "Cl", "H", "H", "S", "H", "Ge", "C", "N", "H", "H", "H", "H", "H", "H", "C", "H", "C", "Rb", "C", "H", "H", "H", "S", "H", "C", "C", "N", "H", "C", "H", "N", "N", "H"],
  "positions_angstrom": [[-0.820901, 2.463665, -1.132787], [2.968081, -2.539022, 1.405556], [-0.345993, 5.406787, 3.679687], [6.727006, 0.525224, 1.469641], [-2.957716, 2.273750, -2.586442], [3.908177, -4.876503, 1.258787], [5.876257, -3.488721, -0.689477], [-6.434416, -2.835436, -1.510977], [-1.045792, -0.193706, -3.015598], [-0.653193, -1.020734, -3.867291], [-5.602071, -2.606985, -0.856913], [-5.812561, 1.424805, -0.450804], [4.888689, -4.054939, -2.058727], [-3.801780, -3.945911, 1.668794], [-6.297391, 2.783923, 1.125096], [0.992799, 3.264102, 3.637493], [-0.462329, 2.089304, 4.547603], [-5.436052, 1.964289, 0.410132], [-1.519884, 0.664030, -7.147180], [-3.652921, 2.534759, 1.893976], [4.287447, -0.040206, 1.669552], [-2.559050, 3.381076, -1.615829], [0.893709, -3.575350, -8.241929], [-0.967404, 0.807633, 6.108916], [3.506528, 1.831917, 2.325019], [-0.373516, 0.436952, -2.193643], [4.101075, -0.119666, -2.520861], [-2.536678, 2.278067, 5.948788], [1.552134, -2.198894, -6.080649], [-6.506826, 4.110838, 2.794680], [0.570374, -2.382052, -7.000396], [3.903780, -0.141787, -1.175704], [-2.624963, -1.802801, 1.435271], [-3.853675, -1.078999, -0.162597], [1.224709, 4.151807, 0.768763], [-1.264032, -0.717600, 2.934230], [1.450750, 4.341538, -2.658274], [6.467529, -3.292189, -2.347273], [-0.814013, 4.423502, 3.680692], [-0.582577, 0.127542, -7.014562], [-1.746559, 4.485786, 4.238989], [-1.043972, 4.176301, 2.646817], [0.091449, -4.483095, -2.412819], [-3.467975, -2.019040, 0.786997], [-2.888344, 0.664833, -0.215495], [-3.445256, 3.767793, -1.102875], [-5.714273, -4.475896, 0.191398], [-3.174645, 2.519315, -3.758872], [-0.758907, -2.836957, -0.966912], [4.962098, -1.983674, -1.773811], [-1.194145, -0.154786, 3.859706], [1.255706, -5.204998, 1.967180], [4.217446, 3.473569, -0.908217], [0.109555, 0.396441, -7.808047], [-4.511374, 3.343565, 2.620423], [2.767280, 2.572439, 2.568218], [-1.068728, 1.861465, 5.845204], [-4.142982, 3.882289, 3.483447], [0.950852, -2.991085, 1.956419], [-1.008509, -1.624176, -7.114410], [-1.300744, 3.525202, 0.014212], [2.965214, -3.220998, -6.304923], [-0.240744, 1.360038, 2.308060], [1.809992, -1.976251, 1.679004], [-0.558018, -0.702071, 4.556660], [7.361084, 1.284330, 1.923792], [-4.936412, -1.397533, -0.980228], [5.492124, 2.846454, 2.386923], [5.579235, -3.282223, -1.717118], [1.590850, -4.191410, 1.846921], [-7.329613, 2.883095, 0.815528], [-4.127898, -3.231239, 0.924367], [-1.569694, 0.324003, 0.467117], [3.159801, 0.571272, 1.951293], [0.189796, 2.265787, 2.127995], [-2.582876, -0.021734, -2.990627], [3.782405, 0.714994, -3.120080], [4.859687, 1.990322, 2.245518], [0.518440, 3.762179, 5.248779], [4.414170, -1.277472, -0.745790], [4.554348, -1.712272, 1.024692], [-2.972097, 1.909882, 6.878287], [3.819594, -5.275351, 0.246581], [4.746712, -1.256918, -2.911072], [2.024364, -3.347322, -1.712277], [3.816762, -5.691352, 1.976996], [-2.187514, -0.067036, 4.297402], [1.655364, -1.169122, -4.700064], [4.884742, -4.409699, 1.379932], [2.023745, 2.843657, -1.060200], [-5.198939, -3.528531, 0.097735], [-2.974131, 1.009928, -2.066438], [-0.480074, 2.416377, 6.582351], [-3.115106, 1.875273, 5.117467], [-2.923843, 0.235218, -3.994441], [6.848135, 0.566060, 0.385272], [-2.645197, 3.361610, 5.934803], [-0.173657, 0.364654, -6.037551], [0.129622, 3.393595, 4.295111], [-0.072630, -2.799064, 2.224539], [0.326675, -3.440304, -2.225907], [1.101589, -0.211134, -0.342536], [-5.836619, 3.472670, 2.234489], [-3.021046, -0.984433, -2.718429], [-2.614767, 2.449502, 2.185536], [0.206456, -2.799516, -3.099107], [3.358462, -5.241192, -8.453033], [-2.131592, 4.182628, -2.224933], [-4.102118, 1.834250, 0.780475], [2.450892, -4.083897, -7.711399], [-1.636676, 2.824162, -0.640309], [7.030933, -0.457310, 1.834389], [-0.591374, 1.182164, 3.517609], [5.056582, -1.613704, -3.875019], [5.358194, 0.789030, 1.833214], [2.880785, -3.898867, 1.512243], [-5.255400, -0.694530, -1.741941]],
  "forces_ev_per_a": [[0.0, 0.0, 0.0], [0.1, 0.2, 0.1], [0.0, 0.0, 0.0], [0.2, 0.0, -0.1], [0.0, 0.2, 0.1], [0.2, -0.1, 0.0], [0.0, 0.0, 0.0], [0.0, 0.0, 0.0], [-0.8, 0.2, 0.2], [0.2, -0.8, -0.7], [-0.1, 0.0, -0.1], [0.0, 0.0, 0.0], [0.0, 0.0, 0.0], [0.0, 0.0, 0.0], [-0.1, 0.0, 0.0], [0.0, 0.0, 0.1], [0.1, 0.0, 0.0], [0.0, 0.0, -0.1], [0.0, 0.0, 0.0], [0.1, 0.0, 0.0], [0.0, -0.2, -0.1], [-0.1, 0.1, -0.2], [0.0, 0.0, 0.0], [0.0, 0.0, 0.0], [0.1, 0.1, 0.0], [-0.1, 0.5, -0.8], [0.1, 0.0, -0.1], [0.0, 0.0, 0.0], [-0.1, 0.0, 0.0], [0.0, 0.0, 0.0], [0.1, 0.1, 0.0], [0.0, 0.0, 0.1], [0.1, 0.0, 0.0], [0.1, 0.1, 0.0], [0.0, 0.0, 0.0], [0.0, 0.0, 0.0], [-0.1, 0.0, 0.0], [0.0, 0.0, 0.0], [0.0, 0.0, 0.0], [0.0, 0.0, 0.0], [0.0, 0.0, 0.1], [0.0, 0.0, -0.1], [0.0, 0.1, 0.0], [0.0, 0.0, 0.1], [-0.1, -0.1, -0.2], [0.0, 0.0, 0.0], [0.0, 0.0, 0.0], [0.0, 0.1, -0.1], [-0.2, -0.2, -0.1], [-0.1, 0.1, -0.1], [0.0, -0.1, 0.0], [0.0, -0.1, 0.0], [0.0, 0.0, 0.0], [0.0, 0.0, 0.0], [0.0, 0.1, 0.1], [0.0, 0.1, 0.0], [0.0, 0.0, 0.1], [0.0, 0.0, 0.1], [0.0, -0.1, 0.1], [0.1, 0.0, 0.0], [0.0, -0.1, 0.0], [-0.1, -0.1, 0.0], [0.4, 0.1, -0.3], [0.1, -0.3, 0.2], [0.0, 0.0, 0.0], [0.0, 0.0, 0.0], [0.0, 0.1, 0.0], [0.0, 0.1, 0.0], [0.1, -0.2, 0.0], [0.0, 0.0, 0.0], [0.0, 0.0, 0.0], [0.0, -0.1, 0.0], [-0.1, 0.0, 0.0], [-0.1, -0.1, 0.1], [-0.1, 0.1, 0.0], [0.0, -0.3, -0.2], [0.0, 0.0, -0.1], [0.0, 0.1, 0.0], [0.0, 0.0, 0.0], [0.0, 0.1, 0.3], [-0.1, 0.0, -0.1], [0.0, 0.0, 0.1], [0.0, 0.0, 0.0], [0.0, 0.0, -0.1], [0.1, -0.1, 0.0], [0.0, 0.0, 0.0], [-0.1, 0.0, 0.0], [0.0, 0.3, -0.1], [0.0, 0.0, 0.0], [0.3, 0.6, 0.0], [0.0, -0.1, 0.0], [-0.1, 0.2, 0.4], [0.0, -0.1, 0.0], [0.0, 0.0, 0.0], [0.0, -0.1, 0.1], [0.0, 0.0, 0.0], [0.0, 0.0, 0.0], [0.0, 0.0, 0.1], [0.1, 0.0, 0.0], [-0.1, 0.0, 0.0], [-0.1, 0.0, -0.1], [0.4, 0.0, 1.1], [0.0, 0.1, 0.1], [0.1, 0.0, 0.0], [0.1, 0.0, 0.0], [0.0, -0.1, 0.1], [0.0, 0.0, 0.0], [-0.1, 0.0, 0.0], [0.1, -0.1, -0.1], [0.1, 0.0, 0.0], [0.1, 0.0, 0.1], [0.0, 0.1, 0.0], [-0.1, -0.1, 0.2], [0.0, 0.0, -0.1], [-0.1, 0.1, 0.2], [0.0, 0.0, 0.1], [0.0, 0.0, 0.0]],
  "mulliken_charge": [-0.5206, 0.1823, 0.4350, -0.8526, 0.8376, -0.9329, 0.2736, 0.4103, 0.4759, -0.6784, -0.7460, 0.3361, 0.2359, 0.4183, -0.8274, -0.5697, 0.4247, -0.2107, 0.3427, 0.2457, -0.1954, -0.8507, -0.1183, 0.4338, -0.2423, 0.0615, -0.9284, -0.9380, -0.1357, 0.3771, 0.1401, 0.2685, 0.1495, 0.3182, -0.4487, -0.6022, -0.4577, 0.3901, -0.4165, -0.6297, 0.2191, -0.2207, 0.4641, -0.3914, 2.0760, 0.3547, 0.3664, -0.7244, 0.1494, 0.5522, -1.2564, 0.4976, -0.4906, 0.3557, -0.5984, 0.1180, -0.8634, 0.3794, -0.6187, -0.1200, 0.1475, 0.0513, 1.0594, 0.1272, 0.5644, 0.3721, -0.1721, 0.3808, -0.8856, -0.6833, 0.3982, -0.6650, -1.1973, 0.3863, -0.8211, -1.2047, 0.5367, -0.7966, 0.5237, -0.0346, -0.5452, 0.4306, 0.2655, -0.6898, 0.1324, 0.3813, 0.4318, 0.1374, 0.3783, 0.4412, -0.5736, 0.4865, 0.4081, 0.1477, 0.5771, 0.2682, 0.2959, 0.0477, -0.0527, 0.4239, -0.1377, 0.1036, -0.7070, 0.1759, 0.6294, -0.3668, -0.2779, 0.4936, -0.3997, -0.0179, 0.0844, 0.2999, 0.4995, 0.5911, 0.2838, 0.2832, 0.2791],
  "spin_multiplicity": 2,
  "charge": -1,
  "relative_energy_kj_mol": 65.6,
  "e_homo_ev": [-5.50, -5.51],
  "orbital_gap_ev": [7.0, 6.2],
  "largest_force_ev_per_a": 1.2
}

No. 2
{
  "formula": "C39H51FeN3O3",
  "method": "the ωB97M-V functional and the def2-TZVPD basis",
  "symbols": ["H", "H", "C", "Fe", "C", "H", "H", "C", "H", "H", "C", "C", "H", "C", "O", "H", "H", "H", "H", "H", "H", "H", "H", "H", "C", "C", "C", "H", "C", "C", "N", "H", "H", "C", "C", "H", "C", "C", "O", "C", "C", "C", "C", "O", "C", "H", "H", "C", "H", "C", "H", "C", "H", "C", "C", "H", "H", "H", "H", "H", "H", "H", "H", "C", "C", "H", "H", "H", "H", "C", "H", "H", "C", "C", "C", "H", "C", "C", "N", "C", "N", "H", "H", "C", "C", "H", "C", "H", "C", "H", "H", "H", "H", "H", "C", "H", "H"],
  "positions_angstrom": [[-2.372811, 0.130299, -1.193829], [-2.165928, 1.748134, 0.296429], [2.663206, 1.942789, -4.377068], [0.291324, -0.774968, 1.191163], [1.900804, 1.968257, -3.198170], [-2.440736, -0.095928, -3.968853], [-4.748722, -0.946946, 1.564038], [2.678581, 1.746762, 3.806633], [2.950748, 1.740197, 4.853487], [2.419414, 2.388755, -0.795127], [3.099399, 2.775432, 2.989439], [-1.661505, 1.808939, 3.704392], [4.423127, -0.362053, -5.841684], [-1.782605, 2.077597, 1.257669], [-0.695711, 0.124682, -2.857307], [3.270967, 3.040341, -6.115452], [-4.309157, 1.055298, 1.644632], [-0.690928, 2.095064, 1.211484], [3.694382, 3.597554, 3.362678], [-3.759190, 0.646674, -0.224514], [-1.604800, -4.130992, 4.313195], [-5.216235, -1.903252, 0.157978], [-4.053235, 2.302817, 2.849519], [-0.180180, -4.462526, 5.306836], [-2.255592, 1.199562, 2.425122], [4.040158, 0.653404, -5.822227], [1.501261, -2.615120, 4.219033], [-0.961747, 0.240218, -4.915803], [-3.310668, -0.196264, -0.743853], [2.680555, 4.491336, -0.146049], [1.886088, 1.689760, -0.306910], [-2.889777, -3.558153, -0.175717], [-0.570690, 1.825930, 3.679609], [-3.781202, 1.284792, 2.566136], [0.607161, -4.368110, 2.694639], [-4.317005, -2.653396, 1.479887], [-0.690521, -3.696500, 4.720411], [-0.136122, -3.471142, -3.370794], [3.272382, 3.883715, 0.986231], [1.539026, 0.675444, -1.114278], [1.511926, 0.709466, 1.931149], [-0.253806, -1.149411, -2.738699], [-2.801093, -2.621631, -0.725930], [3.326832, 0.779808, -4.598449], [-2.028107, -1.253602, 1.237956], [-3.994791, -0.470708, -1.549402], [3.380477, 0.814279, -6.677152], [1.929260, 4.172917, -4.884705], [3.041516, 5.517194, -0.150376], [-1.495131, 0.450739, -3.986105], [-2.006952, 2.839395, 3.792916], [-1.245358, -2.380797, 1.594851], [4.873532, 1.357558, -5.860136], [0.229801, -3.192021, 3.597583], [1.042653, -2.710669, -1.436647], [2.050223, -3.406727, 4.730662], [1.588773, 4.501656, -0.081201], [-1.233992, -1.988311, -4.453210], [2.166008, -2.181724, 3.467147], [0.491899, 3.076527, -2.028469], [1.984429, -0.064870, -2.939778], [-1.212512, -3.305673, 1.044126], [1.226059, -4.047611, 1.851017], [2.677884, 3.046372, -5.212637], [1.872522, 0.752229, 3.280185], [-1.989097, 1.276341, 4.598430], [1.952521, 5.032267, -5.540503], [-0.424270, -4.261962, -4.049904], [-2.120455, 3.103071, 1.421808], [1.128877, 3.079823, -2.903833], [-1.688660, 1.517064, -3.912929], [1.273654, -1.846861, 4.960283], [-0.548157, -2.147794, 2.820885], [-4.426562, -1.739292, 0.894372], [0.589308, -1.415833, -1.645273], [-0.969203, -2.883157, 5.391603], [2.770093, 2.789517, 1.640400], [-0.908844, -0.845676, 3.219787], [1.921365, 0.796094, -2.414934], [2.024716, 1.723491, 1.105847], [0.922411, -0.410734, -0.685704], [1.033378, -4.749988, -2.100030], [1.522587, -0.017673, 3.953801], [-0.591263, -2.179763, -3.605941], [0.674947, -3.746874, -2.283042], [-1.805625, -2.576044, -1.166437], [1.153875, 4.189758, -3.741334], [1.181882, -5.097708, 3.265399], [-3.110080, -1.407395, 0.165394], [0.553216, 5.055497, -3.498444], [1.710341, -2.896196, -0.601540], [-4.141086, 0.614181, 3.348206], [-3.527427, -2.661376, -1.538668], [3.003672, 4.041894, -1.090788], [-1.779218, -0.245993, 2.264140], [-0.560660, -0.352742, 4.111074], [-0.271805, -4.878725, 2.300176]],
  "forces_ev_per_a": [[0.0, 0.0, 0.0], [0.0, 0.0, 0.0], [0.0, 0.0, 0.1], [0.1, 0.6, 0.1], [0.1, 0.1, 0.0], [0.0, 0.0, 0.0], [0.0, 0.0, 0.0], [0.0, 0.1, 0.0], [0.0, 0.0, 0.0], [0.1, 0.0, 0.0], [0.0, 0.0, 0.0], [0.0, 0.0, 0.0], [0.0, 0.0, 0.0], [0.0, 0.1, 0.0], [0.0, 0.0, 0.0], [0.0, 0.0, 0.0], [0.0, 0.0, 0.0], [0.0, 0.0, 0.0], [0.0, 0.0, 0.0], [0.0, 0.0, 0.0], [0.0, 0.0, 0.0], [0.0, 0.0, 0.0], [0.0, 0.0, 0.0], [0.0, 0.0, 0.0], [0.0, 0.0, 0.0], [0.0, 0.0, 0.0], [0.0, 0.0, 0.0], [0.0, 0.0, 0.0], [0.0, 0.0, 0.0], [-0.2, 0.2, 0.1], [-0.1, 0.1, -0.1], [0.0, 0.0, 0.0], [0.0, 0.0, 0.0], [0.0, 0.0, 0.0], [0.0, 0.0, 0.0], [0.0, 0.0, 0.0], [0.0, 0.0, 0.0], [0.0, 0.0, 0.0], [0.4, -0.3, -0.2], [0.1, 0.0, -0.1], [0.1, 0.0, 0.1], [-0.1, 0.0, 0.0], [0.0, 0.0, 0.0], [-0.1, 0.0, 0.0], [0.1, -0.2, 0.1], [0.0, 0.0, 0.0], [0.0, 0.0, 0.0], [0.0, 0.0, 0.0], [0.0, 0.0, 0.0], [0.0, 0.0, 0.0], [0.0, 0.0, 0.0], [0.1, 0.1, -0.1], [0.0, 0.0, 0.0], [-0.1, 0.0, 0.0], [0.0, 0.0, 0.0], [0.0, 0.0, 0.0], [0.0, -0.1, 0.0], [0.0, 0.0, 0.0], [0.0, 0.0, 0.0], [0.0, 0.0, 0.0], [-0.1, 0.0, 0.0], [0.0, 0.0, 0.0], [0.0, 0.0, 0.0], [0.0, 0.0, 0.0], [-0.1, -0.1, 0.1], [0.0, 0.0, 0.0], [0.0, 0.0, 0.0], [0.0, 0.0, 0.0], [0.0, 0.0, 0.0], [0.0, 0.0, 0.0], [0.0, 0.0, 0.0], [0.0, 0.0, 0.0], [-0.2, -0.1, -0.2], [0.0, 0.0, 0.0], [0.0, -0.1, 0.0], [0.0, 0.0, 0.0], [-0.2, 0.2, 0.3], [-0.2, 0.0, 0.1], [0.0, -0.1, 0.1], [0.0, -0.1, 0.0], [0.0, -0.3, -0.2], [0.0, 0.0, 0.0], [0.0, 0.1, -0.1], [0.0, 0.0, 0.0], [0.0, 0.0, -0.1], [0.0, 0.0, 0.0], [0.0, 0.0, 0.0], [0.0, 0.0, 0.0], [0.0, -0.1, 0.0], [0.0, 0.0, 0.0], [0.0, 0.0, 0.0], [0.0, 0.0, 0.0], [0.0, 0.0, 0.0], [0.0, 0.0, 0.0], [0.2, -0.1, 0.2], [0.0, 0.0, 0.0], [0.0, 0.0, 0.0]],
  "mulliken_charge": [-0.0973, 0.0602, 0.6814, -0.2837, -0.6103, 0.4161, 0.2837, -1.0981, 0.4535, -0.1715, -0.5102, -2.1601, 0.2627, -1.7187, 0.2711, 0.4637, 0.2731, 0.1088, 0.4640, 0.1553, 0.3652, 0.4632, 0.5020, 0.4670, 1.9745, -1.0025, -1.7351, 0.4523, -1.5409, -0.7055, 0.4133, 0.4042, 0.3090, -1.8707, -1.6626, 0.3687, -1.6952, -0.9416, -0.5700, 0.2162, -0.3282, 0.5449, -2.4571, -0.3794, 0.2969, 0.6757, 0.4116, -0.8984, 0.3936, -1.3467, 0.4860, -0.5795, 0.3612, 1.6317, -0.5977, 0.5645, 0.2702, 0.5237, 0.2912, 0.6942, 0.6361, 0.5586, 0.2512, -0.3508, 0.7331, 0.3915, 0.4197, 0.4360, 0.6712, 0.2980, 0.2324, 0.3527, 0.4158, -1.6847, 0.3152, 0.3239, 0.5572, -0.7480, -0.2524, 1.1774, -0.4812, 0.4567, 0.1500, -0.4934, -1.0533, 0.6740, -1.1259, 0.4563, 2.6597, 0.4726, 0.5437, 0.3619, 0.4692, 0.2806, -0.7045, 1.2313, 0.3548],
  "spin_multiplicity": 6,
  "charge": 1,
  "relative_energy_kj_mol": 0.0,
  "e_homo_ev": [-10.35, -10.51],
  "orbital_gap_ev": [8.6, 6.5],
  "largest_force_ev_per_a": 0.6
}